6 unconnected molecules or ions with the total composition C24H66N6O6 at a distorted geometry. Source: OMol25; level of theory: ωB97M-V/def2-TZVPD.

total charge = +1
<S²> = 0.76
frontier orbital gap (alpha / beta) = 8.47 / 1.90 eV
energy relative to the best compared isomer or geometry (same formula, charge and spin) = 41.95 kcal per mole
F_max = 0.0687 hartree/bohr
2S+1 = 2

Each line ends with the Mulliken charge.
Positions of all 102 atoms, in Å:
C (0.6120, 5.6507, 3.6682)  -1.455
C (0.4287, 4.1570, 3.7807)  0.935
C (0.9505, 3.4185, 2.4807)  -0.694
O (0.0996, 3.4374, 1.3982)  -0.326
C (0.6755, 3.6306, 0.1634)  -0.884
N (1.1542, 3.7262, 4.9600)  -0.712
H (1.6293, 5.8830, 3.3533)  0.346
H (0.3640, 6.1994, 4.5769)  0.353
H (0.1260, 6.0693, 2.7869)  0.325
H (-0.6388, 3.9985, 3.9338)  0.019
H (1.0426, 2.3403, 2.6114)  0.230
H (1.9210, 3.8680, 2.2703)  0.394
H (-0.1232, 3.8372, -0.5489)  0.226
H (1.4212, 2.9070, -0.1658)  0.313
H (1.1101, 4.6239, 0.2756)  0.483
H (1.2911, 2.7279, 5.0287)  0.198
H (0.8385, 3.9564, 5.8913)  0.250
C (0.2568, -0.6647, 0.4802)  -1.109
C (-1.0285, -0.5215, -0.2925)  0.893
C (-0.8199, -0.0181, -1.7478)  -0.798
O (-1.9570, 0.0855, -2.6285)  -0.503
C (-2.7704, 1.2490, -2.3111)  -0.825
N (-1.7381, -1.7807, -0.2608)  -0.437
H (0.9876, -1.1205, -0.1878)  0.232
H (0.2337, -1.2342, 1.4093)  -0.207
H (0.8169, 0.2530, 0.6598)  0.275
H (-1.6361, 0.2678, 0.1501)  0.230
H (-0.1112, -0.7001, -2.2175)  0.291
H (-0.3174, 0.9489, -1.7706)  0.492
H (-3.2014, 1.3304, -1.3132)  0.316
H (-3.6033, 1.0960, -2.9974)  0.328
H (-2.3602, 2.1740, -2.7161)  0.348
H (-1.4306, -2.4300, -0.9707)  0.281
H (-2.6676, -1.4930, -0.5317)  0.367
C (3.5304, -1.1430, -2.1365)  -1.198
C (3.7229, -0.0864, -3.3271)  -0.043
C (4.3760, -0.6751, -4.5369)  -0.657
O (5.4218, -1.6478, -4.2682)  -0.346
C (6.1580, -2.0838, -5.3954)  -0.781
N (2.2950, 0.3461, -3.4979)  -0.293
H (2.9142, -1.9639, -2.5031)  0.319
H (3.0281, -0.6762, -1.2892)  0.274
H (4.5130, -1.5100, -1.8400)  0.469
H (4.2129, 0.8630, -3.1110)  0.524
H (4.8398, 0.1572, -5.0662)  0.409
H (3.6195, -1.1349, -5.1728)  0.403
H (6.8802, -2.7822, -4.9727)  0.269
H (6.7477, -1.3906, -5.9953)  0.304
H (5.4797, -2.6660, -6.0191)  0.326
H (1.8510, -0.3952, -4.0208)  0.087
H (2.2702, 1.1605, -4.0947)  0.354
C (-0.3845, -3.2341, 6.2307)  -1.275
C (0.8894, -3.5899, 5.3883)  0.226
C (0.7708, -3.3501, 3.8459)  -0.628
O (-0.1495, -4.3080, 3.3063)  -0.357
C (-0.0005, -4.4242, 1.9322)  -0.460
N (1.9293, -2.6842, 5.9679)  -0.761
H (-0.9250, -2.3156, 6.0020)  0.112
H (-0.1844, -3.3842, 7.2916)  0.466
H (-1.0341, -4.0996, 6.0999)  0.386
H (1.3129, -4.5927, 5.4450)  0.430
H (1.7206, -3.4406, 3.3189)  0.462
H (0.4497, -2.3328, 3.6217)  0.076
H (1.0778, -4.4612, 1.7771)  0.354
H (-0.3627, -3.5215, 1.4402)  0.025
H (-0.5220, -5.2397, 1.4310)  0.325
H (2.7209, -2.9801, 5.4149)  0.279
H (2.2610, -3.0899, 6.8313)  0.278
C (-3.6873, -0.7863, 6.8187)  -1.372
C (-3.2345, -0.1949, 5.4242)  1.254
C (-4.4754, 0.0613, 4.4495)  -1.010
O (-4.1810, 0.3777, 3.0839)  -0.406
C (-3.2129, -0.4547, 2.3945)  -0.392
N (-2.4239, 1.0404, 5.6215)  -0.690
H (-2.8661, -1.3658, 7.2406)  0.280
H (-4.6010, -1.3725, 6.7202)  0.349
H (-3.9078, 0.0325, 7.5036)  0.353
H (-2.5855, -0.9549, 4.9889)  -0.265
H (-5.0055, 0.9427, 4.8106)  0.355
H (-5.1642, -0.7833, 4.4352)  0.419
H (-3.3163, -1.4871, 2.7285)  0.386
H (-2.1844, -0.1839, 2.6334)  0.136
H (-3.3011, -0.2360, 1.3303)  0.158
H (-1.5647, 0.8434, 5.1284)  0.257
H (-2.7136, 1.7361, 4.9491)  0.291
C (0.9896, 0.2013, -6.8014)  -1.363
C (-0.2858, 0.4461, -5.9883)  0.735
C (-1.4903, 0.6432, -6.8716)  -0.919
O (-1.5219, 1.9393, -7.4975)  -0.320
C (-2.2889, 2.0928, -8.6366)  -0.766
N (-0.4019, -0.7110, -5.0782)  -0.369
H (1.8815, 0.2639, -6.1780)  0.126
H (1.1506, 0.9769, -7.5501)  0.421
H (0.9678, -0.6766, -7.4470)  0.368
H (-0.1718, 1.2976, -5.3173)  0.321
H (-2.2922, 0.7489, -6.1410)  0.363
H (-1.6756, -0.1936, -7.5451)  0.439
H (-2.3909, 3.1531, -8.8678)  0.246
H (-3.3045, 1.7143, -8.5209)  0.324
H (-1.8713, 1.5149, -9.4611)  0.323
H (-0.9323, -0.2884, -4.3297)  0.153
H (-0.9229, -1.5336, -5.3462)  0.287

11 unconnected molecules or ions with the total composition C24H67N4O12 at a distorted geometry. Source: OMol25; level of theory: ωB97M-V/def2-TZVPD.

total charge = -1
frontier orbital gap = 7.70 eV
energy relative to the best compared isomer or geometry (same formula, charge and spin) = 25.38 kcal per mole
F_max = 0.2296 hartree/bohr
2S+1 = 1

Each line ends with the Mulliken charge.
Positions of all 107 atoms, in Å:
C (-0.1784, -1.0655, 1.7995)  -1.583
C (-0.8810, 0.1194, 1.1943)  0.521
O (-2.1129, 0.0086, 1.1133)  -1.075
O (-0.1689, 1.0552, 0.7545)  0.725
H (-0.8608, -1.5938, 2.3852)  0.610
H (0.6173, -0.6550, 2.5082)  0.479
H (0.3573, -1.6343, 1.0434)  -0.056
C (1.1136, 2.5965, -1.8012)  -0.062
O (1.3526, 2.8044, -0.4595)  -0.591
H (0.7278, 1.5580, -1.9448)  -0.213
H (1.9596, 2.8599, -2.4597)  0.355
H (0.2762, 3.2107, -2.0694)  0.175
H (1.0187, 1.9851, 0.0041)  0.083
C (-1.6784, -3.6008, 0.2225)  -0.634
O (-2.6517, -2.5478, 0.3886)  -0.441
H (-1.1667, -3.8231, 1.1947)  0.283
H (-0.9110, -3.3584, -0.5090)  0.070
H (-2.2024, -4.4656, -0.0635)  0.496
H (-2.1524, -1.7412, 0.4413)  0.017
C (1.6501, 2.7985, 3.3563)  0.414
O (2.7126, 3.1904, 4.1582)  -0.855
N (1.8295, 2.0096, 2.3522)  0.494
N (0.4273, 3.2647, 3.4657)  -0.252
H (2.7442, 1.6780, 2.0721)  -0.106
H (1.0353, 1.5123, 1.9127)  -0.190
H (0.1647, 3.8096, 4.2934)  0.241
H (-0.3463, 3.0161, 2.8353)  0.432
C (-2.6037, 3.1233, 2.5152)  0.082
O (-3.0917, 4.2928, 3.0238)  -0.813
N (-1.6004, 3.0664, 1.6960)  0.439
N (-2.9891, 1.9069, 2.8003)  -0.004
H (-1.2817, 3.8946, 1.3010)  0.209
H (-1.2217, 2.2411, 1.2366)  -0.394
H (-3.7616, 1.8113, 3.4557)  0.222
H (-2.6543, 1.1269, 2.2400)  -0.073
C (5.9617, -0.5604, 2.5359)  -1.861
C (4.6681, -0.3205, 1.7857)  1.245
C (3.3875, -0.7266, 2.5623)  -0.873
O (4.3915, 0.8701, 1.5742)  -0.753
H (6.0703, -1.6229, 2.7924)  0.362
H (6.0073, -0.0792, 3.5484)  0.342
H (6.8338, -0.3188, 1.9964)  0.523
H (4.7062, -0.8066, 0.8478)  -0.076
H (2.5284, -0.7921, 1.9000)  -0.590
H (3.2772, -0.0882, 3.4078)  0.555
H (3.5015, -1.7212, 3.0216)  0.491
H (5.0955, 1.2376, 1.0355)  0.361
C (-5.9594, -1.3945, 0.2002)  -1.749
C (-5.0224, -0.4443, -0.5618)  2.586
C (-5.6650, 0.1377, -1.8576)  -1.721
O (-4.5656, 0.5432, -0.0021)  -0.341
H (-6.1835, -2.2981, -0.3903)  0.363
H (-6.8383, -0.9024, 0.5957)  0.402
H (-5.3787, -1.7055, 1.0684)  0.350
H (-4.0703, -0.9345, -0.7777)  -0.856
H (-6.5319, 0.7483, -1.5800)  0.394
H (-6.1398, -0.5850, -2.4816)  0.468
H (-5.0243, 0.7861, -2.4632)  0.248
H (-3.8172, 0.2698, 0.4987)  0.135
C (-0.6154, -2.3710, -3.2448)  -1.528
C (-1.8345, -1.5294, -2.7358)  0.225
C (-1.2968, -0.2947, -2.0876)  0.841
O (-2.7111, -1.1829, -3.5672)  -0.518
H (-0.0323, -1.9683, -4.0360)  0.441
H (-0.9962, -3.3785, -3.5494)  0.360
H (0.1663, -2.5310, -2.4788)  0.031
H (-2.2646, -2.0765, -1.9031)  0.326
H (-2.0887, 0.1778, -1.5246)  -1.053
H (-0.9262, 0.3761, -2.7956)  1.284
H (-0.4651, -0.5024, -1.3994)  -1.014
H (-3.1359, -1.9747, -3.8441)  0.487
C (-4.1104, 4.5902, -0.2481)  -1.335
C (-3.0484, 4.2754, -1.3000)  0.595
C (-2.7542, 2.7330, -1.3814)  0.348
O (-3.3022, 4.7975, -2.3785)  -0.572
H (-3.5716, 5.2322, 0.4823)  0.276
H (-4.4534, 3.7331, 0.3098)  0.175
H (-4.9384, 5.2178, -0.5894)  0.421
H (-2.0072, 4.6126, -0.9552)  0.202
H (-1.7880, 2.6221, -1.9112)  -0.171
H (-3.5289, 2.2597, -1.9315)  -0.057
H (-2.6431, 2.1524, -0.4516)  -0.184
H (-2.4554, 4.8414, -2.8728)  0.418
C (2.5363, -0.3589, -0.8493)  1.712
C (3.4674, 0.1318, -1.9633)  -0.026
C (4.5396, 1.0826, -1.5402)  -1.511
O (3.9235, -0.8340, -2.6166)  -0.624
H (2.2934, 0.4372, -0.2023)  -0.337
H (2.8766, -1.2680, -0.3174)  -0.142
H (1.5932, -0.7680, -1.3079)  -0.931
H (2.8725, 0.7215, -2.5890)  0.416
H (4.0975, 2.0197, -1.1689)  0.344
H (5.0542, 1.4421, -2.3940)  0.481
H (5.2492, 0.7075, -0.7717)  0.169
H (4.4235, -1.3390, -2.0020)  0.443
C (4.2829, -4.4184, -0.4452)  -1.109
C (3.0121, -5.1037, 0.0483)  0.174
C (1.9913, -4.0282, 0.2372)  -0.210
O (2.5204, -5.9924, -0.6719)  -0.475
H (4.6380, -3.7089, 0.3176)  0.109
H (4.0576, -3.9071, -1.3964)  0.253
H (5.0576, -5.0781, -0.7195)  0.526
H (3.1231, -5.5355, 1.0405)  0.212
H (1.0425, -4.4107, 0.6311)  0.221
H (1.7450, -3.4609, -0.6745)  -0.071
H (2.4598, -3.2968, 0.9457)  0.004
H (3.2397, -6.5923, -0.9098)  0.370